Entry from OMol25: a structure of composition C5H8N2 at a distorted geometry (ωB97M-V with the def2-TZVPD basis set).

Output
**Energy relative to the best compared isomer or geometry (same formula, charge and spin)**: 199.3 kJ/mol
**HOMO energy**: -9.8 eV
**Orbital gap**: 10.731 eV

The geometry in XYZ format:
```
15
Properties=species:S:1:pos:R:3:lowdin_charge:R:1
C -0.0743 1.0638 -1.1458 -0.0691
C -0.5345 -0.2579 -0.4910 -0.2817
C 0.5500 -1.3972 -0.3792 -0.1541
N 0.9518 -0.9655 0.9782 0.0189
C -0.3729 -0.2939 1.0323 -0.3373
C -0.4410 0.9613 1.7548 -0.1753
N -0.4885 1.9887 2.2804 0.1604
H 0.9497 1.3449 -0.8649 0.0836
H -0.1149 1.0417 -2.2439 0.0783
H -0.7207 1.8909 -0.8176 0.0793
H -1.4911 -0.5630 -0.9215 0.1311
H 1.0287 -1.1061 -1.2774 0.0953
H 0.1419 -2.4123 -0.3084 0.1183
H 1.7097 -0.2866 0.9723 0.1051
H -1.0939 -1.0089 1.4316 0.1471
```


Entry from OMol25: a cluster of 2 separate species, C5H8O2 in total at a distorted geometry (ωB97M-V with the def2-TZVPD basis set).

Output
**Energy relative to the best compared isomer or geometry (same formula, charge and spin)**: 390.6 kJ/mol
**HOMO energy**: -9.0 eV
**Orbital gap**: 8.841 eV
**SMILES**: CC=C=O.CC=O

The geometry in XYZ format:
```
15
Properties=species:S:1:pos:R:3:lowdin_charge:R:1
C 1.1425 -0.4270 -0.3669 -0.2023
C -1.5985 0.2181 0.9422 -0.0396
C 1.1868 0.9094 -1.1054 -0.0960
C 1.2607 -0.3727 0.9998 -0.1503
C -1.0383 -1.0151 -0.1711 -0.3324
O 1.6719 -0.5899 2.0550 0.2373
O -1.4819 -2.1323 0.0736 -0.0302
H 1.8471 -1.1228 -0.8249 0.1358
H -1.0977 -0.6784 -1.2247 0.1081
H -1.0802 1.0689 1.3880 0.0422
H -2.1095 -0.1906 1.8138 0.0541
H -2.3654 0.6142 0.2762 0.0494
H 1.0286 0.7145 -2.1664 0.0769
H 2.1496 1.4199 -1.0723 0.0739
H 0.4844 1.5837 -0.6169 0.0731
```


Entry from OMol25: a structure of composition C12H15AuF4N2O3S2 (ωB97M-V with the def2-TZVPD basis set).

Output
**Energy relative to the best compared isomer or geometry (same formula, charge and spin)**: 0.0 kJ/mol
**HOMO energy**: -8.6 eV
**Orbital gap**: 7.167 eV

The geometry in XYZ format:
```
39
Properties=species:S:1:pos:R:3:lowdin_charge:R:1
Au 0.5571 -1.0083 0.2668 1.0675
C -2.6928 -2.6963 0.9277 -0.0685
C -2.4421 -1.2472 1.3043 -0.2267
N -1.5467 -0.4959 0.3791 -0.2773
C -1.9482 -0.6803 -1.0546 -0.2364
C -3.3584 -0.2300 -1.3986 -0.0598
C -1.5433 0.9379 0.7812 -0.1789
C -0.4428 1.6832 0.0531 -0.2194
N 0.7881 0.9707 0.3571 -0.1582
C 2.0181 1.5760 0.2490 -0.2047
C 3.0734 1.1563 1.0738 -0.2023
F 2.8507 0.1748 1.9585 0.0609
C 4.3176 1.7467 1.0195 -0.2134
F 5.2790 1.3034 1.8373 0.1020
C 4.5789 2.8023 0.1662 0.0766
C 3.5505 3.2366 -0.6415 -0.2138
F 3.7565 4.2470 -1.4961 0.0980
C 2.3063 2.6346 -0.6180 -0.1438
F 1.3654 3.0647 -1.4792 0.0904
H -3.1750 -3.1919 1.7700 0.0868
H -1.7653 -3.2214 0.7119 0.0557
H -3.3593 -2.7856 0.0705 0.0752
H -1.9838 -1.1821 2.2916 0.1223
H -3.3898 -0.7012 1.3562 0.1189
H -1.8132 -1.7371 -1.2841 0.1061
H -1.2261 -0.1454 -1.6698 0.1096
H -4.1183 -0.7744 -0.8389 0.0724
H -3.5276 -0.4262 -2.4568 0.0897
H -3.5074 0.8375 -1.2385 0.0742
H -1.3290 0.9648 1.8498 0.1286
H -2.5297 1.3740 0.6134 0.1211
H -0.3807 2.6980 0.4548 0.1367
H -0.6614 1.7795 -1.0149 0.1092
H 5.5530 3.2664 0.1332 0.1388
O 0.3913 -3.0335 0.2294 -0.5556
S 1.2867 -3.3771 -0.9972 0.1611
O 2.0153 -4.5827 -0.7859 -0.3182
O 0.5253 -3.2261 -2.2037 -0.3609
S 2.5283 -1.7118 -0.6771 0.4362
```


Entry from OMol25: a cluster of 2 separate species, C12H21N3 in total at a distorted geometry (ωB97M-V with the def2-TZVPD basis set).

Output
**Energy relative to the best compared isomer or geometry (same formula, charge and spin)**: 297.4 kJ/mol
**HOMO energy**: -8.3 eV
**Orbital gap**: 9.066 eV
**SMILES**: CC(C)(C)C(=C=N)C#N.[H]/N=C\C(C)(C)C

The geometry in XYZ format:
```
36
Properties=species:S:1:pos:R:3:lowdin_charge:R:1
C 1.5224 1.6210 0.1691 -0.1441
C 1.1436 -0.0577 1.5906 -0.2513
C -4.3138 0.7502 -0.4118 -0.0562
C -3.4205 -0.4144 1.6298 -0.0761
C -2.6402 -1.2160 -0.5474 -0.0428
C 2.7035 -0.7651 -1.8188 -0.0298
C 4.1286 0.4569 -0.2085 -0.0366
C 3.0306 -1.8146 0.4737 -0.0378
C -1.9361 1.0873 0.3190 -0.1909
C 1.7413 0.2992 0.3517 -0.1974
C -3.1018 0.0625 0.2018 -0.5643
C 2.8785 -0.4815 -0.2828 -0.5117
N 1.6053 2.7999 0.1254 0.2451
N 0.7121 -0.5704 2.5347 0.1534
N -1.3058 1.8876 -0.5063 0.0734
H -5.0666 0.0607 -0.3763 0.0477
H -4.2477 0.9524 -1.4672 0.0763
H -4.5839 1.6742 0.1069 0.0959
H -3.8297 0.3702 2.3239 0.1016
H -2.4915 -0.5904 2.1257 0.0618
H -4.1757 -1.1385 1.6903 0.0672
H -2.5881 -2.0849 0.0637 0.0507
H -1.5179 -1.0500 -0.9281 0.1160
H -3.2724 -1.5104 -1.4290 0.0880
H 3.7097 -1.0075 -2.1977 0.0866
H 2.3901 0.0834 -2.3296 0.0538
H 2.0364 -1.5731 -1.9664 0.0690
H 4.5171 0.6210 0.7376 0.0652
H 4.8586 -0.0715 -0.8010 0.0773
H 3.9348 1.3808 -0.6619 0.0599
H 3.7273 -1.5235 1.3562 0.1220
H 3.6531 -2.4801 -0.0767 0.0679
H 2.1269 -2.2560 0.8181 0.0654
H -1.5423 1.1843 1.3976 0.1199
H 1.2648 3.5233 -0.4771 0.0911
H -1.6508 1.7909 -1.5293 0.0838
```


Entry from OMol25: the molecule C3H5NS2 at a distorted geometry (ωB97M-V with the def2-TZVPD basis set).

Output
**Energy relative to the best compared isomer or geometry (same formula, charge and spin)**: 157.4 kJ/mol
**HOMO energy**: -7.9 eV
**Orbital gap**: 8.592 eV
**SMILES**: CC1=NSSC1

The geometry in XYZ format:
```
11
Properties=species:S:1:pos:R:3:lowdin_charge:R:1
C 0.9528 -0.5538 -0.0409 -0.3685
C 1.4299 1.1643 0.0164 -0.4566
C -0.5233 -1.0548 0.0450 -0.0570
N 1.9471 -1.3295 -0.0962 -0.4822
S 3.2320 1.1677 0.0162 0.4645
S 3.4720 -0.9677 -0.0018 0.5709
H 1.0205 1.6355 -0.8460 0.0315
H 1.1582 1.5259 1.0084 0.0393
H -0.9963 -0.8073 -1.0167 0.1117
H -1.1631 -0.6518 0.8256 0.0522
H -0.4828 -2.1836 0.2749 0.0942
```


Entry from OMol25: a structure of composition C14H26B2F4N2O16Tl at a distorted geometry (ωB97M-V with the def2-TZVPD basis set).

Output
**Total charge**: +1
**HOMO energy**: -13.2 eV
**Orbital gap**: 2.855 eV

The geometry in XYZ format:
```
65
Properties=species:S:1:pos:R:3:lowdin_charge:R:1
Tl 2.9611 0.8050 -0.7642 1.2542
B 2.2512 1.5722 -3.5926 -0.2583
H 1.4516 0.9061 -3.0386 0.0575
H 3.2818 1.1029 -3.4295 -0.0210
H 1.9103 1.7918 -4.6570 0.0439
H 2.2294 2.5331 -2.9381 0.0094
B 0.1368 0.1070 0.1616 -0.3801
H -0.0450 0.4588 -0.9342 0.0700
H 0.8122 -0.8213 0.1593 -0.0246
H 0.7092 0.9726 0.6705 0.0139
H -0.8725 -0.2091 0.6014 0.0072
C -2.8003 -0.2142 -1.5379 -0.0739
C -3.0502 1.0291 -0.6234 -0.2829
O -4.4507 1.0411 -0.5358 0.1460
C -5.0028 0.3385 -1.5418 -0.5604
O -6.1712 0.3168 -1.7546 0.2036
O -4.0409 -0.3307 -2.1634 0.0969
F -2.6827 2.1612 -1.2858 0.0604
H -2.5176 -1.1512 -1.0490 0.1316
H -1.9513 -0.1089 -2.2177 0.1253
H -2.6526 1.0099 0.3890 0.1439
C -0.0210 -2.4519 2.2340 -0.1024
C -0.0912 -3.2960 1.0300 -0.3282
O -0.7678 -4.4472 1.4582 0.1449
C -0.7084 -4.4925 2.8403 -0.5296
O -0.9573 -5.4446 3.5059 0.1978
O -0.3207 -3.3128 3.3034 0.1146
F 1.1718 -3.6631 0.6179 0.0586
H -0.7436 -1.6330 2.2845 0.1359
H 0.9593 -1.9722 2.1816 0.1243
H -0.5463 -2.7129 0.2295 0.1468
C 1.8341 1.1858 5.4030 0.0054
C 2.2062 -0.2933 5.6399 -0.2940
O 2.9009 -0.6372 4.4842 0.1679
C 2.4547 0.1091 3.4663 -0.5296
O 2.5742 -0.0733 2.2891 0.0826
O 1.6737 1.1050 3.9594 0.0439
F 1.0467 -1.0006 5.7267 0.0814
H 2.6554 1.8448 5.6734 0.1459
H 0.8378 1.3841 5.7840 0.1489
H 2.7442 -0.4472 6.5729 0.1770
C 0.4694 -3.2341 -4.8663 -0.0073
C 1.4781 -4.0736 -4.1670 -0.2804
O 1.4981 -3.4656 -2.8587 0.1581
C 1.2468 -2.1688 -3.0502 -0.5252
O 1.5721 -1.3146 -2.2485 0.0605
O 0.8718 -1.9660 -4.2979 0.1131
F 2.7439 -3.9914 -4.6317 0.1085
H -0.5054 -3.5340 -4.4767 0.1531
H 0.4218 -3.3699 -5.9431 0.1596
H 1.2009 -5.1199 -4.0475 0.1807
C -0.6704 3.1214 2.1294 0.0392
N -1.6732 3.4446 3.1955 -0.4422
O -2.7437 2.8875 3.0969 0.0784
O -1.3258 4.2255 4.0498 0.0828
H 0.0437 2.3748 2.4656 0.0786
H -0.2108 4.0740 1.8668 0.0982
H -1.1542 2.8512 1.1929 0.0691
C -0.5022 3.6070 -2.8960 0.0724
N 0.0940 3.8735 -1.5428 -0.3860
O 0.6940 3.0020 -0.9102 -0.0162
O -0.1626 4.9537 -1.0810 0.1404
H -1.2818 4.3380 -3.0815 0.1134
H -0.8503 2.5813 -2.9477 0.0932
H 0.3370 3.8418 -3.5523 0.1031
```